[1]
DFT (the ωB97M-V functional and the def2-TZVPD basis) results for an isolated molecule of CI2N4.

```
7
Properties=species:S:1:pos:R:3:forces:R:3:mulliken_charge:R:1
I -0.276628 -2.706760 0.158049 0.15 0.21 0.00 0.20
C 0.411815 -0.792004 0.025185 -3.20 2.62 -0.33 0.11
N 1.515610 -0.237437 -0.189671 0.34 -1.26 0.33 -0.15
N 1.402150 1.118025 -0.236974 0.08 0.52 -0.09 -0.33
N 0.198121 1.479743 -0.106552 -1.15 1.71 -0.10 -0.04
N -0.659224 0.516114 0.011414 4.49 -3.99 0.05 -0.07
I -2.591844 0.622318 0.338549 -0.70 0.19 0.15 0.29
```
Positions in Å, forces in eV/Å.

Output
Net charge ... 0
Energy ... -23194.95809 eV
Energy above the lowest of the compared OMol25 structures with the same formula, charge and spin ... 0.00 kcal/mol
LUMO level ... -0.88 eV
Highest occupied orbital energy ... -9.65 eV
Structure (SMILES) ... Ic1nnnn1I
Gap between HOMO and LUMO ... 8.77 eV
Molar mass ... 321.85 u

---

[2]
DFT (the ωB97M-V functional and the def2-TZVPD basis) results for an isolated molecule of C6H6N2O2S.

```
17
Properties=species:S:1:pos:R:3:forces:R:3:mulliken_charge:R:1
C 2.500334 0.400119 -0.419573 1.00 -0.18 2.21 -0.34
C 1.743128 -0.501627 -1.101318 -1.74 -1.24 -2.10 -0.36
C 1.945602 1.107727 0.650922 -0.17 1.48 -0.62 -0.51
C 0.392844 -0.725788 -0.804155 -2.52 -0.55 -0.27 -0.16
C 0.554141 0.928572 0.938503 2.18 0.55 -0.14 -0.32
C -0.211332 -0.000688 0.259469 2.14 -0.29 -0.34 0.53
N -2.030686 -2.063060 0.878717 0.32 4.86 1.67 -0.50
N -2.754969 0.494317 -0.420366 1.75 -1.83 0.16 0.86
O -2.985304 1.651280 -0.312037 -0.83 0.99 -0.53 -0.53
O -2.803535 -0.284608 -1.338072 -0.83 1.04 0.13 -0.47
S -1.714127 -0.252804 1.089385 -1.87 -5.40 -0.95 0.07
H 3.596505 0.318486 -0.502719 -0.60 0.73 -0.45 0.33
H 2.165150 -0.961373 -2.013477 -0.24 -0.08 0.80 0.32
H 2.615769 1.955862 1.041313 -1.48 -1.55 0.09 0.27
H -0.384278 -1.401344 -1.359607 2.17 1.00 0.82 0.27
H 0.082039 1.479663 1.719928 -0.02 0.45 0.53 0.36
H -2.711287 -2.144733 1.693088 0.75 0.02 -1.01 0.20
```
Positions in Å, forces in eV/Å.

Output
Net charge ... 0
Energy ... -24223.18632 eV
Energy above the lowest of the compared OMol25 structures with the same formula, charge and spin ... 121.60 kcal/mol
LUMO level (spin up / spin down) ... -0.76 / -0.76 eV
Highest occupied orbital energy (spin up / spin down) ... -8.87 / -8.87 eV
Gap between HOMO and LUMO (spin up / spin down) ... 8.11 / 8.11 eV
Molar mass ... 170.19 u

---

[3]
DFT (the ωB97M-V functional and the def2-TZVPD basis) results for a cluster of 9 separate species, C9H32O15S2 in total.

```
58
Properties=species:S:1:pos:R:3:forces:R:3:mulliken_charge:R:1
C -9.195721 -1.332966 9.144748 -0.53 -0.43 1.43 -1.28
C -10.063705 -2.038966 8.134185 0.18 0.82 -0.76 -0.29
O -9.354128 -3.229808 7.732486 -0.27 -0.17 0.12 -0.11
S -10.175514 -4.362505 6.981019 0.47 0.58 -0.39 1.06
C -10.380895 -3.651020 5.371920 0.09 0.00 0.39 -0.98
O -9.254510 -5.436105 6.856153 0.42 -0.48 0.22 -0.80
O -11.424739 -4.546367 7.629188 -0.58 0.02 0.17 -0.70
H -8.130002 -1.330218 8.941457 -0.04 0.07 -0.49 0.32
H -9.317568 -1.866839 10.097535 0.20 0.01 -0.11 0.30
H -9.548329 -0.327327 9.372994 0.02 0.09 -0.38 0.38
H -11.068022 -2.258402 8.493688 0.18 -0.32 0.31 0.40
H -10.220317 -1.412834 7.245256 0.24 -0.08 0.01 0.27
H -9.429941 -3.783154 4.862460 -0.08 -0.12 -0.15 0.29
H -10.587493 -2.591292 5.489134 -0.23 0.01 -0.08 0.38
H -11.206922 -4.171212 4.897235 0.05 0.00 -0.16 0.36
C -1.945823 -5.912798 9.126522 1.10 0.09 -0.33 -1.31
C -3.401984 -6.194526 9.278205 -0.63 0.45 -0.34 -0.21
O -3.836641 -7.005754 8.160418 0.28 -0.71 0.07 -0.29
S -5.132188 -6.614397 7.354127 -0.47 0.94 0.60 1.13
C -6.375761 -6.802242 8.616612 0.71 -0.06 -0.18 -0.77
O -5.053047 -5.230316 7.020480 -0.01 0.46 0.07 -0.66
O -5.292945 -7.563897 6.322697 0.14 -0.89 -0.37 -0.55
H -1.284311 -6.773954 9.238210 -0.30 -0.15 0.34 0.33
H -1.625401 -5.128807 9.814058 -0.05 -0.11 0.13 0.36
H -1.711120 -5.558179 8.120201 -0.38 0.19 0.01 0.31
H -3.686097 -6.714237 10.193224 0.23 -0.14 0.02 0.33
H -3.954653 -5.250458 9.248225 0.06 -0.03 -0.02 0.39
H -7.316833 -6.404183 8.248178 -0.09 -0.08 0.01 0.07
H -5.984363 -6.226404 9.453547 -0.33 0.14 0.07 0.51
H -6.395982 -7.852348 8.900249 -0.25 -0.05 -0.14 0.26
O -10.322396 -8.387433 7.340218 -0.83 0.39 -2.12 -0.46
C -9.927688 -8.428933 8.431934 0.63 -0.71 2.22 0.47
O -9.694289 -7.374844 9.234625 -0.12 0.52 -0.08 -0.15
C -9.464802 -7.810340 10.568056 0.37 -0.93 -0.22 -0.38
C -9.063855 -9.279692 10.344809 0.20 0.33 0.36 -0.36
O -9.649332 -9.590925 9.090744 -0.04 0.12 -0.04 -0.36
H -8.632349 -7.254993 10.986165 -0.17 0.27 0.14 0.27
H -10.377418 -7.719261 11.151649 -0.01 0.19 0.06 0.35
H -9.426111 -9.956273 11.114330 -0.11 -0.03 -0.09 0.32
H -7.977096 -9.370779 10.274871 -0.03 -0.10 -0.07 0.22
O -10.300053 -8.435181 2.714541 0.00 0.41 -0.16 -0.66
H -9.892123 -8.417965 3.588730 0.04 -0.14 0.12 0.39
H -11.114716 -8.920228 2.867885 0.04 -0.18 0.04 0.29
O -8.028645 -5.820455 3.167541 0.06 0.24 -0.05 -0.57
H -7.208055 -5.688503 2.680736 0.16 -0.09 0.10 0.27
H -8.727570 -5.674838 2.523204 -0.12 -0.23 -0.04 0.27
O -7.083145 -10.207549 4.884709 -0.15 -0.18 -0.16 -0.61
H -7.110715 -10.615769 5.753424 0.12 0.05 0.06 0.31
H -7.619696 -9.406263 4.970938 0.01 0.21 0.24 0.25
O -10.546808 -10.203804 5.104645 -0.33 -0.05 -0.10 -0.62
H -9.677093 -10.539490 5.335955 0.12 0.03 -0.09 0.27
H -10.713046 -9.495111 5.738005 0.18 -0.07 0.12 0.43
O -8.444771 -7.663696 5.280875 0.06 -0.32 -0.26 0.36
H -8.127150 -7.186582 4.499906 -0.01 0.28 0.05 0.24
H -8.705901 -6.972943 5.903943 -0.11 -0.08 -0.08 -0.04
O -5.069620 -7.700077 3.248311 0.00 0.15 -0.10 -0.65
H -5.926030 -8.137227 3.265208 0.02 -0.19 0.04 0.30
H -4.732742 -7.824649 4.143375 -0.13 0.05 0.05 0.35
```
Positions in Å, forces in eV/Å.

Output
Net charge ... 0
Energy ... -62234.78330 eV
Energy above the lowest of the compared OMol25 structures with the same formula, charge and spin ... 0.00 kcal/mol
LUMO level ... 0.12 eV
Highest occupied orbital energy ... -10.16 eV
Structure (SMILES) ... CCOS(C)(=O)=O.CCOS(C)(=O)=O.O=C1OCCO1.O.O.O.O.O.O
Gap between HOMO and LUMO ... 10.27 eV
Molar mass ... 444.47 u

---

[4]
DFT (the ωB97M-V functional and the def2-TZVPD basis) results for a structure of composition C4H16B2Br4Na3.

```
29
Properties=species:S:1:pos:R:3:forces:R:3:mulliken_charge:R:1
Na -4.093720 -4.784651 -1.794243 -0.81 0.56 0.10 0.90
Na -2.195780 -2.254391 4.655347 -0.06 0.28 -0.50 0.96
Na 1.105620 -5.816461 1.306367 -0.01 0.38 -0.14 0.96
B -8.094460 -3.480451 -0.963333 0.27 0.05 0.13 -0.12
H -7.925180 -4.541661 -1.060473 0.63 -4.81 -0.66 -0.20
H -7.740920 -3.278491 0.035897 1.32 1.26 4.13 -0.17
H -7.484310 -2.977821 -1.697713 2.61 2.34 -3.10 -0.23
H -9.143200 -3.277111 -1.115123 -3.96 0.85 -0.55 -0.19
B -1.160310 -1.926511 0.599267 0.15 -0.18 -0.06 0.01
H -1.704730 -1.022011 0.822297 -1.59 3.89 0.67 -0.17
H -1.974710 -2.605731 0.798407 -3.38 -3.69 0.98 -0.25
H -0.878940 -2.034291 -0.436803 1.25 -0.27 -3.95 -0.21
H -0.336070 -2.048341 1.284847 3.61 -0.65 2.94 -0.28
Br 0.507780 5.378519 -4.241253 -0.19 0.11 0.62 -0.11
C 1.216740 3.852239 -3.246133 -0.01 -0.17 -0.96 -0.54
C 1.624250 2.823479 -4.333003 0.91 0.00 0.84 -0.64
Br 3.120160 3.579669 -5.463613 -0.96 -0.72 0.68 -0.11
H 0.474790 3.516389 -2.521683 -0.40 -0.31 -0.60 0.36
H 2.021980 4.188379 -2.592933 0.37 0.06 -0.65 0.34
H 0.842850 2.432849 -4.984873 -0.11 0.84 -0.07 0.38
H 2.021740 1.919149 -3.872263 0.39 0.19 0.14 0.33
Br 4.625670 -0.674771 4.075497 -0.39 0.50 -0.54 -0.19
C 4.270100 1.195259 3.472847 0.85 0.29 -0.20 -0.51
C 5.635280 1.898759 3.653097 -0.75 0.29 0.92 -0.67
Br 5.494760 3.882369 3.479117 -0.03 -1.05 -0.18 -0.15
H 3.412660 1.527839 4.057907 0.57 0.22 0.30 0.38
H 3.969040 1.278899 2.428597 0.07 -0.68 0.00 0.36
H 6.395000 1.497779 2.982197 -0.28 0.32 -0.20 0.39
H 5.993910 1.751119 4.671767 -0.07 0.09 -0.12 0.37
```
Positions in Å, forces in eV/Å.

Output
Net charge ... +1
Energy ... -299164.67433 eV
Energy above the lowest of the compared OMol25 structures with the same formula, charge and spin ... 13.66 kcal/mol
LUMO level ... -5.94 eV
Highest occupied orbital energy ... -8.76 eV
Gap between HOMO and LUMO ... 2.81 eV
Molar mass ... 474.38 u